(1)
17
Properties=species:S:1:pos:R:3:mulliken_charge:R:1 method="wB97M-V/def2-TZVPD" total_charge=+1 de_lowest_ev=1.8824 homo_ev=-12.07
C -0.597 -0.165 -0.109 0.442
C -0.644 0.880 -1.217 -0.796
C 0.874 -1.912 0.784 -0.964
N -0.140 3.138 1.243 -0.188
N 0.537 2.316 0.964 0.176
N 0.484 -0.942 -0.222 0.709
N 1.495 -0.532 -1.042 -0.830
N -1.683 -0.436 0.610 -0.319
S 1.121 0.921 -1.807 0.180
H -1.200 0.426 -2.094 0.417
H -0.952 1.856 -0.990 0.460
H 2.064 -1.969 0.568 0.349
H 0.651 -1.522 1.826 0.366
H 0.399 -2.983 0.540 0.309
H 1.615 1.919 -0.946 0.236
H -2.459 0.193 0.648 0.241
H -1.566 -1.188 1.242 0.211

(2)
234
Properties=species:S:1:pos:R:3:mulliken_charge:R:1 method="wB97M-V/def2-TZVPD" total_charge=+9 homo_ev=-16.55
C 30.453 12.346 26.440 -1.046
N 30.664 10.892 26.767 0.185
C 29.665 10.086 27.179 -0.118
C 29.900 8.783 27.517 -0.608
C 31.238 8.353 27.440 0.461
C 32.190 9.114 26.804 -0.655
C 31.858 10.330 26.450 -0.256
C 31.710 7.030 28.009 0.657
C 31.127 5.825 27.620 -0.582
C 31.626 4.656 28.139 -0.296
N 32.667 4.716 28.991 0.029
C 33.253 5.854 29.341 -0.220
C 32.760 7.100 28.876 -0.643
C 33.181 3.420 29.446 -0.988
H 30.904 12.572 25.480 0.344
H 30.938 12.961 27.193 0.368
H 29.412 12.669 26.348 0.375
H 28.710 10.584 27.370 0.428
H 29.199 8.042 27.912 0.512
H 33.203 8.829 26.607 0.508
H 32.553 10.970 25.910 0.417
H 30.294 5.966 26.973 0.574
H 31.251 3.651 27.897 0.454
H 34.113 5.725 29.950 0.456
H 33.220 8.005 29.261 0.512
H 33.178 2.694 28.636 0.388
H 32.585 3.124 30.346 0.346
H 34.215 3.421 29.743 0.382
C 11.061 16.719 28.014 -0.867
N 10.002 16.844 29.058 0.034
C 10.097 17.883 29.944 -0.278
C 9.217 18.030 30.979 -0.828
C 8.233 17.047 31.102 0.705
C 8.169 16.013 30.197 -0.908
C 9.058 15.939 29.145 -0.086
C 7.420 16.981 32.345 0.797
C 8.099 17.211 33.527 -0.586
C 7.456 17.132 34.737 -0.451
N 6.159 16.788 34.723 0.013
C 5.446 16.656 33.563 -0.089
C 6.045 16.753 32.326 -0.666
C 5.331 16.713 35.953 -0.885
H 11.108 17.640 27.447 0.342
H 10.848 15.846 27.399 0.288
H 12.016 16.490 28.598 0.368
H 10.784 18.640 29.725 0.461
H 9.274 18.895 31.568 0.663
H 7.485 15.251 30.295 0.592
H 9.044 15.126 28.430 0.391
H 9.132 17.544 33.510 0.516
H 7.977 17.329 35.671 0.471
H 4.366 16.502 33.677 0.376
H 5.484 16.632 31.414 0.538
H 4.329 16.382 35.698 0.264
H 5.385 17.650 36.410 0.431
H 5.853 16.119 36.638 0.397
C 30.015 19.566 15.973 -0.880
N 31.190 20.086 15.248 0.126
C 31.600 21.385 15.460 -0.350
C 32.649 21.977 14.873 -0.775
C 33.368 21.222 13.951 0.704
C 33.027 19.880 13.808 -0.532
C 31.952 19.298 14.461 -0.368
C 34.447 21.812 13.158 0.749
C 34.212 23.003 12.470 -0.775
C 35.226 23.671 11.747 -0.239
N 36.490 23.201 11.838 0.062
C 36.711 22.037 12.597 -0.385
C 35.710 21.316 13.213 -0.600
C 37.641 23.834 11.196 -0.776
H 30.211 19.932 16.981 0.393
H 30.034 18.513 15.969 0.511
H 29.080 20.042 15.532 0.124
H 30.977 21.957 16.134 0.614
H 32.763 23.031 15.103 0.502
H 33.691 19.224 13.256 0.492
H 31.771 18.240 14.414 0.463
H 33.223 23.344 12.312 0.545
H 35.073 24.528 11.121 0.444
H 37.751 21.741 12.563 0.404
H 35.853 20.373 13.686 0.541
H 38.351 23.087 10.934 0.319
H 38.048 24.550 11.964 0.358
H 37.298 24.461 10.316 0.299
C 29.978 20.635 26.073 -0.910
N 28.626 20.939 25.619 0.087
C 27.762 19.900 25.559 -0.485
C 26.555 20.118 24.944 -0.641
C 26.199 21.354 24.495 0.489
C 27.084 22.415 24.639 -0.743
C 28.361 22.181 25.078 -0.207
C 24.802 21.598 24.047 0.663
C 24.360 21.643 22.737 -0.593
C 23.012 21.732 22.499 -0.439
N 22.130 22.063 23.452 0.314
C 22.576 22.226 24.703 -0.448
C 23.877 21.938 25.058 -0.640
C 20.683 22.125 23.318 -1.088
H 30.661 21.402 25.761 0.317
H 30.284 19.642 25.711 0.399
H 29.928 20.500 27.159 0.335
H 28.187 18.959 25.826 0.719
H 25.892 19.244 24.946 0.459
H 26.851 23.355 24.275 0.578
H 29.081 22.940 25.041 0.425
H 24.982 21.496 21.863 0.559
H 22.682 21.669 21.449 0.747
H 21.759 22.521 25.419 0.398
H 24.150 21.964 26.091 0.527
H 20.481 22.248 22.280 0.339
H 20.229 22.996 23.846 0.360
H 20.269 21.171 23.708 0.428
C 13.785 20.475 19.689 -0.816
N 14.249 21.536 18.729 0.147
C 15.550 21.842 18.695 -0.269
C 15.985 22.928 17.970 -0.907
C 15.087 23.740 17.288 1.211
C 13.716 23.362 17.270 -0.842
C 13.347 22.241 17.969 -0.397
C 15.454 24.908 16.475 0.965
C 14.620 26.010 16.467 -0.690
C 15.082 27.157 15.865 -0.293
N 16.272 27.172 15.233 0.005
C 17.115 26.083 15.325 -0.368
C 16.697 24.893 15.865 -0.709
C 16.810 28.395 14.520 -0.808
H 14.504 19.672 19.672 0.275
H 12.830 19.999 19.351 0.309
H 13.615 21.036 20.570 0.368
H 16.259 21.273 19.287 0.597
H 17.077 23.095 17.950 0.426
H 13.048 23.901 16.630 0.577
H 12.331 21.844 17.974 0.383
H 13.717 26.129 17.050 0.445
H 14.549 28.052 15.630 0.408
H 18.060 26.285 14.845 0.489
H 17.336 24.032 15.979 0.487
H 16.048 29.135 14.373 0.287
H 17.232 28.060 13.496 0.344
H 17.687 28.777 15.041 0.374
C 21.910 15.998 18.550 -0.849
N 21.247 14.920 17.788 0.129
C 21.950 13.987 17.141 -0.597
C 21.269 12.987 16.427 -0.316
C 19.912 13.029 16.385 0.844
C 19.181 14.055 16.973 -0.843
C 19.887 14.997 17.672 -0.740
C 19.113 11.999 15.629 0.459
C 18.034 11.366 16.260 -0.742
C 17.234 10.595 15.467 -0.219
N 17.384 10.515 14.142 0.080
C 18.406 11.147 13.511 -0.162
C 19.265 11.952 14.239 -0.692
C 16.367 9.927 13.307 -0.900
H 22.639 15.493 19.244 0.337
H 21.173 16.534 19.184 0.184
H 22.364 16.625 17.776 0.466
H 23.019 14.140 17.175 0.674
H 21.778 12.142 15.913 0.546
H 18.071 14.074 16.890 0.519
H 19.486 15.847 18.224 0.986
H 17.872 11.517 17.319 0.566
H 16.475 10.018 15.924 0.460
H 18.549 11.001 12.441 0.415
H 20.151 12.424 13.771 0.456
H 16.799 9.706 12.334 0.330
H 15.471 10.551 13.173 0.343
H 16.024 8.929 13.695 0.365
C 30.243 30.783 19.583 -1.327
C 28.979 31.407 20.061 -0.203
N 27.871 30.385 19.913 -0.032
C 28.103 29.060 20.039 -0.416
C 27.000 28.422 19.666 -0.670
N 26.054 29.392 19.478 0.076
C 26.610 30.589 19.616 0.111
C 24.639 29.034 19.252 -0.879
H 30.095 30.069 18.759 0.431
H 30.831 30.386 20.426 0.364
H 30.856 31.527 19.084 0.358
H 28.554 32.269 19.573 0.406
H 29.098 31.652 21.104 0.254
H 29.020 28.654 20.397 0.489
H 26.852 27.396 19.693 0.564
H 25.989 31.443 19.490 0.407
H 24.602 28.728 18.221 0.339
H 23.991 29.874 19.420 0.321
H 24.423 28.234 19.882 0.408
C 24.260 20.156 16.634 -1.222
C 25.434 19.744 15.748 0.553
N 25.124 19.660 14.328 0.362
C 24.617 18.522 13.696 -0.267
C 24.524 18.843 12.375 -0.671
N 24.988 20.142 12.185 0.152
C 25.317 20.602 13.366 -0.031
C 25.042 20.903 10.918 -0.885
H 24.203 21.244 16.548 0.366
H 24.551 19.835 17.635 0.316
H 23.291 19.712 16.354 0.336
H 25.815 18.703 15.953 0.148
H 26.221 20.458 15.937 -0.375
H 24.499 17.541 14.193 0.457
H 24.194 18.252 11.514 0.420
H 25.895 21.502 13.538 0.327
H 25.370 21.923 11.066 0.327
H 24.042 20.992 10.562 0.396
H 25.684 20.480 10.076 0.320
C 18.542 18.939 21.000 0.581
F 19.890 19.124 20.652 -0.228
F 18.587 18.177 22.137 -0.279
F 18.100 20.162 21.296 -0.210
S 17.584 18.052 19.648 0.968
O 16.599 17.233 20.314 -0.697
O 17.093 19.174 18.897 -0.633
O 18.678 17.300 19.074 -0.615
C 26.956 23.969 16.131 0.468
F 27.212 24.946 17.025 -0.230
F 25.820 23.475 16.543 -0.203
F 26.744 24.528 14.973 -0.245
S 28.277 22.720 15.942 1.069
O 27.925 22.005 14.762 -0.608
O 29.534 23.451 15.690 -0.655
O 28.214 21.978 17.182 -0.613
N 26.505 15.662 16.148 0.964
O 27.739 15.692 16.141 -0.633
O 25.995 16.076 15.138 -0.624
O 25.893 15.253 17.173 -0.672
N 29.153 15.839 25.818 0.863
O 30.356 15.761 26.370 -0.623
O 28.455 14.796 25.717 -0.592
O 28.763 16.976 25.312 -0.649
N 22.385 23.966 20.339 1.083
O 21.704 22.887 20.392 -0.687
O 22.813 24.447 21.375 -0.658
O 22.502 24.504 19.251 -0.677

(3)
100
Properties=species:S:1:pos:R:3:mulliken_charge:R:1 method="wB97M-V/def2-TZVPD" total_charge=-2 de_lowest_ev=0.1865 homo_ev=-2.05
Sr -0.051 -1.228 -1.132 1.440
C -0.848 -4.539 -2.095 -1.478
N 0.283 -3.610 -2.142 1.351
C 1.479 -4.337 -1.717 -1.466
C 2.744 -3.515 -1.542 -1.180
N 2.451 -2.224 -0.961 0.617
C 3.460 -1.344 -0.973 -0.135
C 4.834 -1.546 -1.296 0.109
F 5.330 -2.794 -1.526 -0.419
C 5.773 -0.532 -1.345 0.319
F 7.047 -0.835 -1.666 -0.372
C 5.449 0.775 -1.049 0.681
F 6.371 1.761 -1.102 -0.382
C 4.139 1.031 -0.680 -0.113
F 3.768 2.285 -0.381 -0.433
C 3.216 0.016 -0.638 0.031
F 1.952 0.353 -0.283 -0.421
C 0.307 -3.040 -3.511 -1.409
C 1.318 -1.971 -3.945 -0.769
N 1.046 -0.677 -3.357 0.525
C 1.849 0.337 -3.693 -0.630
C 2.913 0.380 -4.635 0.161
F 3.276 -0.720 -5.346 -0.407
C 3.655 1.521 -4.888 0.228
F 4.654 1.466 -5.789 -0.366
C 3.393 2.718 -4.256 0.842
F 4.115 3.828 -4.523 -0.390
C 2.344 2.743 -3.348 -0.025
F 2.035 3.894 -2.729 -0.392
C 1.622 1.607 -3.092 0.044
F 0.602 1.691 -2.206 -0.191
H -0.689 -5.376 -2.795 0.388
H -1.771 -4.039 -2.366 0.292
H -0.963 -4.939 -1.088 0.244
H 1.677 -5.173 -2.411 0.157
H 1.218 -4.771 -0.748 0.550
H 3.254 -3.428 -2.509 0.435
H 3.412 -4.128 -0.920 0.579
H -0.697 -2.627 -3.667 0.297
H 0.401 -3.881 -4.220 0.469
H 1.205 -1.966 -5.039 0.627
H 2.336 -2.316 -3.752 0.360
C -2.018 1.565 6.877 -1.633
C -1.228 2.387 5.847 2.052
C 0.112 2.810 6.469 -1.652
C -2.028 3.653 5.541 -2.271
C -0.979 1.548 4.595 -0.206
C -1.440 1.908 3.336 0.000
C -1.176 1.093 2.254 -0.066
Br -1.779 1.638 0.531 -0.314
C -0.457 -0.125 2.310 -0.628
O -0.225 -0.809 1.259 -0.031
C -0.014 -0.501 3.622 -0.107
C -0.267 0.348 4.687 -0.489
C 0.818 -1.776 3.827 2.884
C 2.282 -1.451 3.493 -1.418
C 0.737 -2.272 5.279 -2.295
C 0.371 -2.956 2.944 -1.894
H -2.200 2.151 7.784 0.447
H -1.477 0.660 7.158 0.310
H -2.980 1.261 6.460 0.351
H -0.051 3.399 7.378 0.458
H 0.683 3.413 5.761 0.354
H 0.717 1.941 6.730 0.300
H -2.183 4.220 6.464 0.443
H -3.007 3.413 5.122 0.403
H -1.502 4.296 4.833 0.407
H -1.999 2.819 3.173 0.492
H 0.099 0.060 5.665 0.054
H 2.659 -0.657 4.144 0.266
H 2.362 -1.117 2.456 0.091
H 2.913 -2.337 3.617 0.413
H 1.175 -1.572 5.994 0.356
H 1.293 -3.208 5.367 0.508
H -0.300 -2.458 5.568 0.421
H 0.616 -2.786 1.902 0.062
H -0.707 -3.118 3.017 0.438
H 0.882 -3.863 3.286 0.466
C -4.206 0.783 -2.491 -0.964
Te -2.287 0.371 -3.337 0.246
C -2.078 2.505 -3.229 -1.073
C -3.484 3.051 -3.243 0.390
C -3.762 4.367 -3.599 -0.602
C -5.065 4.844 -3.592 -0.534
C -6.104 4.002 -3.221 -0.513
C -5.833 2.690 -2.861 -0.675
C -4.529 2.202 -2.871 0.374
H -4.136 0.654 -1.411 0.358
H -4.935 0.068 -2.863 0.637
H -1.484 2.874 -4.063 0.629
H -1.563 2.765 -2.305 0.290
H -2.946 5.020 -3.888 0.434
H -5.268 5.869 -3.880 0.374
H -7.125 4.365 -3.216 0.375
H -6.640 2.027 -2.571 0.445
F -2.497 -2.142 -0.624 -0.297
B -3.656 -2.586 -1.346 0.559
F -4.762 -1.851 -0.932 -0.377
F -3.842 -3.952 -1.124 -0.380
F -3.407 -2.354 -2.723 -0.440

(4)
14
Properties=species:S:1:pos:R:3:mulliken_charge:R:1 method="wB97M-V/def2-TZVPD" total_charge=0 de_lowest_ev=1.6174 homo_ev=-8.44 smiles="C=CN.O.O"
C -2.042 -0.695 0.528 -0.797
C -0.824 -0.161 0.278 0.083
N -0.316 0.529 -0.821 -0.544
H -2.758 -0.059 0.067 0.267
H -2.299 -1.369 1.362 0.262
H -0.029 -0.283 0.992 0.230
H -0.344 0.047 -1.670 0.235
H 0.668 0.896 -0.626 0.265
O -0.664 1.825 5.482 -0.637
H -0.706 1.863 4.485 0.331
H -0.695 0.976 5.809 0.304
O 3.167 -1.556 -5.228 -0.634
H 2.950 -2.027 -6.033 0.313
H 2.603 -0.769 -5.512 0.321

no.,LUMO energy (eV),gap between HOMO and LUMO (Eh)
1,-3.80,0.30381
2,-12.83,0.13667
3,3.92,0.21946
4,0.61,0.33273